[1]
Molecular formula: CH3BO4
Method: DFT, ωB97M-V with the def2-TZVPD basis set

Computed properties:
* relative energy (zero: lowest compared OMol25 entry of this formula, charge and spin): 229.84 kJ/mol
* E_HOMO: -0.374 hartree
* lowest unoccupied orbital energy: -0.158 eV
* calculated total energy: -365.78454 Eh

Each line ends with the Mulliken charge.
Element x y z (Å)
B  -1.56  0.25  -0.21  0.69
C  1.46  -0.44  0.17  0.26
O  1.24  -1.63  0.15  -0.53
O  -2.71  -0.46  -0.10  -0.52
O  2.13  0.29  -0.74  -0.43
O  -0.48  0.81  -0.29  -0.51
H  1.16  0.31  0.85  0.33
H  -3.34  -0.34  0.62  0.34
H  2.11  1.20  -0.45  0.37


[2]
Molecular formula: C5H7N
Method: DFT, ωB97M-V with the def2-TZVPD basis set

Computed properties:
* relative energy (zero: lowest compared OMol25 entry of this formula, charge and spin): 353.63 kJ/mol
* E_HOMO: -0.324 hartree
* lowest unoccupied orbital energy: 0.997 eV
* calculated total energy: -249.33855 Eh

Each line ends with the Mulliken charge.
Element x y z (Å)
C  -1.22  2.08  0.03  -1.00
C  0.25  0.29  0.74  0.45
C  -0.83  0.62  0.07  -0.33
C  0.88  -2.79  -1.53  -0.40
C  1.49  -2.42  -0.57  -0.41
N  1.31  0.11  1.34  -0.60
H  -1.69  2.38  0.97  0.27
H  -0.35  2.72  -0.13  0.30
H  -1.93  2.28  -0.78  0.30
H  -1.45  -0.15  -0.37  0.37
H  0.35  -3.13  -2.40  0.36
H  2.01  -2.03  0.28  0.44
H  1.17  0.03  2.35  0.26


[3]
Molecular formula: CH11O4S
Method: DFT, ωB97M-V with the def2-TZVPD basis set

Computed properties:
* net charge: -1
* relative energy (zero: lowest compared OMol25 entry of this formula, charge and spin): 117.50 kJ/mol
* E_HOMO: -0.101 hartree
* lowest unoccupied orbital energy: 3.208 eV
* calculated total energy: -743.86891 Eh

Each line ends with the Mulliken charge.
Element x y z (Å)
C  2.09  -0.42  -2.31  -0.76
S  0.69  0.12  -1.26  -0.72
H  2.95  0.19  -2.02  0.18
H  2.29  -1.49  -2.36  0.22
H  1.83  -0.10  -3.32  0.18
H  0.72  1.02  1.92  0.30
H  0.78  -0.40  1.48  0.29
O  0.54  0.14  2.25  -0.66
H  -1.76  -4.33  -2.93  0.34
H  -1.61  -4.97  -4.25  0.31
O  -1.53  -5.19  -3.31  -0.65
H  -0.90  3.05  3.75  0.32
H  -0.77  1.49  3.89  0.33
O  -0.34  2.33  4.06  -0.65
H  -2.39  2.30  1.38  0.32
H  -0.94  2.50  1.15  0.33
O  -1.70  2.97  1.49  -0.65


[4]
Molecular formula: C23H32MoN2O6PS2
Method: DFT, ωB97M-V with the def2-TZVPD basis set

Computed properties:
* net charge: +1
* relative energy (zero: lowest compared OMol25 entry of this formula, charge and spin): 39.63 kJ/mol
* expectation value of S²: 2.0219
* spin multiplicity: 3
* E_HOMO (alpha / beta): -0.384 / -0.400 hartree
* lowest unoccupied orbital energy (alpha / beta): -3.558 / -3.478 eV
* calculated total energy: -2662.41511 Eh

Each line ends with the Mulliken spin population.
Element x y z (Å)
Mo  -0.32  0.75  0.22  1.93
C  -2.52  -0.69  2.31  -0.03
N  -2.46  -0.29  0.88  -0.03
C  -2.59  -1.50  0.04  0.00
C  -1.37  -2.34  0.26  0.04
N  -0.12  -1.54  0.01  -0.08
C  0.90  -1.98  1.00  0.06
C  0.25  -1.85  -1.39  0.03
C  0.90  -3.03  -1.72  -0.01
C  1.11  -3.37  -3.04  0.01
C  0.67  -2.53  -4.05  0.00
C  0.01  -1.35  -3.73  0.02
C  -0.20  -1.00  -2.40  0.00
S  -1.04  0.51  -2.04  0.01
C  -3.60  0.60  0.64  0.04
C  -4.90  0.12  0.53  -0.01
C  -5.96  1.01  0.43  0.01
C  -5.73  2.37  0.44  -0.01
C  -4.44  2.85  0.55  0.02
C  -3.37  1.96  0.65  -0.02
S  -1.74  2.56  0.82  0.04
H  -3.26  -1.49  2.45  0.00
H  -2.82  0.16  2.91  0.00
H  -1.55  -1.03  2.68  0.01
H  -2.69  -1.21  -1.00  0.00
H  -3.46  -2.09  0.33  0.00
H  -1.40  -3.21  -0.40  0.00
H  -1.35  -2.71  1.28  0.00
H  0.93  -3.07  1.09  0.00
H  0.64  -1.56  1.98  -0.02
H  1.87  -1.61  0.71  -0.01
H  1.23  -3.71  -0.94  0.00
H  1.62  -4.30  -3.28  0.00
H  0.83  -2.79  -5.09  0.00
H  -0.36  -0.69  -4.51  0.00
H  -5.10  -0.94  0.52  0.00
H  -6.97  0.62  0.35  0.00
H  -6.56  3.07  0.37  0.00
H  -4.23  3.92  0.55  0.00
O  -0.35  1.22  5.13  0.00
C  0.10  0.88  3.93  0.00
O  -0.12  -0.18  3.39  0.00
C  0.94  1.97  3.32  0.01
O  1.58  1.41  2.20  0.01
C  2.46  2.31  1.53  0.00
C  1.92  2.81  0.20  0.01
O  2.62  3.54  -0.47  0.00
O  0.75  2.35  -0.17  -0.02
H  -0.88  0.51  5.51  0.00
H  1.67  2.30  4.06  0.00
H  0.31  2.82  3.05  0.00
H  3.36  1.75  1.32  0.00
H  2.73  3.17  2.15  0.00
C  3.89  -1.28  -2.07  0.00
P  3.24  0.30  -1.50  0.00
C  4.62  1.05  -0.61  0.00
C  2.93  1.25  -2.99  0.01
O  2.01  0.13  -0.63  -0.02
H  4.80  -1.12  -2.65  0.00
H  3.15  -1.78  -2.70  0.00
H  4.12  -1.92  -1.22  0.00
H  5.56  0.80  -1.11  0.00
H  4.64  0.65  0.40  0.00
H  4.51  2.13  -0.59  0.00
H  3.85  1.31  -3.59  0.00
H  2.61  2.25  -2.71  0.00
H  2.15  0.76  -3.56  0.00


[5]
Molecular formula: C31H47N7O3
Method: DFT, ωB97M-V with the def2-TZVPD basis set

Computed properties:
* relative energy (zero: lowest compared OMol25 entry of this formula, charge and spin): 0.00 kJ/mol
* expectation value of S²: 2.0091
* spin multiplicity: 3
* E_HOMO (alpha / beta): -0.328 / -0.346 hartree
* lowest unoccupied orbital energy (alpha / beta): -0.285 / -0.303 eV
* calculated total energy: -1818.00325 Eh

Each line ends with the Mulliken spin population.
Element x y z (Å)
C  7.34  1.46  -3.59  0.00
C  6.38  0.21  -3.93  0.00
N  6.61  -0.96  -3.36  0.00
C  5.17  0.37  -4.98  0.00
C  4.33  1.74  -4.84  0.00
C  3.54  1.94  -6.25  0.00
N  2.80  2.04  -7.20  0.00
C  3.31  1.79  -3.60  0.00
C  2.51  3.21  -3.73  0.00
N  1.87  4.21  -4.02  0.00
N  3.97  1.82  -2.25  0.00
C  3.15  2.29  -1.33  0.00
O  2.21  2.52  -0.54  0.00
C  2.22  0.58  -3.76  0.00
C  2.59  -0.76  -3.05  0.00
C  1.56  -1.96  -3.24  0.00
C  0.25  -1.66  -4.10  0.00
C  0.14  -0.21  -4.69  0.00
N  1.05  0.89  -4.54  0.00
H  7.06  2.44  -4.10  0.00
H  8.40  1.17  -3.98  0.00
H  7.41  1.57  -2.45  0.00
H  5.93  -1.67  -3.69  0.00
H  5.67  0.39  -6.03  0.00
H  4.51  -0.59  -4.99  0.00
H  5.03  2.64  -4.75  0.00
H  3.55  -0.94  -2.45  0.00
H  1.73  -3.01  -2.78  0.00
H  -0.56  -2.42  -4.32  0.00
H  -0.80  -0.01  -5.34  0.00
C  -2.60  -1.16  0.46  0.06
C  -2.75  -0.34  -0.85  0.04
C  -3.30  1.06  -0.52  0.02
C  -4.78  1.05  -0.13  -0.02
C  -5.62  0.34  -1.19  0.02
C  -5.09  -1.05  -1.58  0.03
N  -3.61  -1.08  -1.83  0.29
O  -3.39  -0.53  -3.06  0.62
C  -5.44  -2.09  -0.49  0.01
C  -5.91  -1.54  -2.81  -0.01
C  -1.29  -0.20  -1.35  -0.04
H  -1.72  -0.84  1.02  -0.02
H  -3.43  -1.03  1.15  0.00
H  -2.48  -2.22  0.25  -0.01
H  -3.18  1.73  -1.38  0.00
H  -2.72  1.51  0.30  0.00
H  -4.91  0.56  0.85  0.00
H  -5.13  2.07  0.00  0.00
H  -6.65  0.27  -0.83  0.00
H  -5.65  0.99  -2.08  0.00
H  -4.98  -3.06  -0.69  -0.01
H  -6.53  -2.25  -0.44  0.00
H  -5.16  -1.78  0.52  0.00
H  -5.87  -0.84  -3.65  0.00
H  -6.97  -1.65  -2.55  0.00
H  -5.55  -2.51  -3.17  0.00
H  -0.84  -1.17  -1.56  0.00
H  -0.67  0.29  -0.58  0.00
H  -1.20  0.43  -2.24  0.01
C  -1.25  -0.41  6.50  0.01
C  -0.44  -1.17  5.42  0.02
C  0.95  -1.53  5.99  0.02
C  1.87  -0.33  6.13  -0.01
C  1.98  0.43  4.81  0.02
C  0.62  0.79  4.17  0.04
N  -0.34  -0.35  4.17  0.29
O  0.02  -1.19  3.15  0.63
C  -0.01  1.99  4.92  0.01
C  0.89  1.35  2.75  -0.03
C  -1.25  -2.48  5.21  -0.01
H  -1.64  -1.10  7.26  0.00
H  -0.67  0.32  7.06  0.00
H  -2.12  0.09  6.06  -0.01
H  1.44  -2.27  5.35  0.00
H  0.84  -2.01  6.97  0.00
H  1.52  0.34  6.92  0.00
H  2.87  -0.66  6.44  0.00
H  2.58  1.34  4.96  0.00
H  2.56  -0.19  4.11  0.00
H  -1.02  2.19  4.56  -0.01
H  0.58  2.90  4.75  0.00
H  -0.04  1.87  6.00  0.00
H  1.46  0.65  2.13  0.00
H  1.48  2.27  2.79  0.00
H  -0.04  1.58  2.23  0.00
H  -2.25  -2.26  4.83  0.00
H  -1.36  -3.02  6.15  0.00
H  -0.77  -3.17  4.51  0.00


[6]
Molecular formula: C7H17N
Method: DFT, ωB97M-V with the def2-TZVPD basis set

Computed properties:
* relative energy (zero: lowest compared OMol25 entry of this formula, charge and spin): 808.55 kJ/mol
* E_HOMO: -0.226 hartree
* lowest unoccupied orbital energy: -2.336 eV
* calculated total energy: -331.36294 Eh

Each line ends with the Mulliken charge.
Element x y z (Å)
C  -0.54  2.05  -0.54  -0.31
C  -0.38  3.42  0.56  -1.23
C  -1.76  1.33  -0.14  -0.88
N  1.69  -2.19  -0.22  -0.58
C  1.92  -2.60  1.13  -0.94
C  -0.45  -1.06  0.67  -0.78
C  0.36  -1.77  -0.43  0.73
C  0.30  -1.03  -1.78  -1.29
H  -0.37  2.34  -1.58  0.45
H  0.43  1.66  -0.19  0.24
H  -1.36  3.83  0.34  0.33
H  -0.33  3.00  1.55  0.35
H  0.40  4.11  0.26  0.38
H  -2.13  1.57  0.86  0.40
H  -2.63  1.40  -0.80  0.29
H  1.27  -3.42  1.46  0.35
H  1.80  -1.79  1.88  0.26
H  2.96  -2.89  1.26  0.33
H  -0.78  0.01  0.35  -0.13
H  0.01  -1.15  1.64  0.39
H  -1.46  -1.48  0.66  0.40
H  -0.12  -2.75  -0.70  0.24
H  0.58  -1.77  -2.53  0.39
H  1.20  -0.40  -1.74  0.32
H  -0.60  -0.43  -1.98  0.29